Entry 1:
This record from the Open Molecules 2025 dataset describes a 5-piece molecular cluster, C41H108N12O8P6S overall at a distorted geometry. The level of theory is the ωB97M-V functional and the def2-TZVPD basis.

Structure (SMILES): C=C[PH](CCCCCCCCCCCC)(COC(C)=O)P(O)(O)=S.CN(C)P(=O)(N(C)C)N(C)C.CN(C)P(=O)(N(C)C)N(C)C.CN(C)P(=O)(N(C)C)N(C)C.CN(C)P(=O)(N(C)C)N(C)C
Kohn-Sham gap, eV: 6.93
Electronic energy, a.u.: -5331.66202

```
! RIJCOSX wB97M-V def2-TZVPD def2/J DEFGRID3
* xyz 0 1
C 12.99861 1.59788 0.13959
C 11.59591 1.37394 0.22719
P 10.39447 1.63468 -1.25220
C 8.67778 2.28771 -0.79633
C 8.37522 1.95201 0.74619
C 7.05026 2.71005 1.26574
C 5.77416 1.74374 1.06101
C 4.50668 2.39339 1.79304
C 3.36270 2.93681 0.81215
C 3.88041 3.47703 -0.60089
C 3.03444 4.76045 -1.09403
C 3.07142 4.73339 -2.72167
C 1.76973 4.06490 -3.36126
C 1.79695 2.46743 -3.42351
C 2.99815 1.86552 -4.31178
C 11.03621 3.42550 -1.44272
O 11.16681 4.16014 -0.18760
C 11.78047 5.41153 -0.50236
C 12.95143 5.97426 0.44942
O 11.47333 6.10947 -1.48481
P 9.81916 -0.48975 -1.10000
O 10.61411 -1.30523 -2.40650
O 10.41503 -1.27652 0.32319
S 7.92964 -0.88707 -1.28326
H 13.44785 2.34892 0.87881
H 13.68462 1.13838 -0.63470
H 11.20911 1.06069 1.26219
H 10.82753 1.39387 -2.61394
H 7.84445 2.00925 -1.51279
H 8.75339 3.43516 -0.84320
H 8.38866 0.84819 1.00380
H 9.24345 2.42442 1.33955
H 7.22151 2.89265 2.38790
H 6.90720 3.73285 0.78300
H 5.60140 1.45038 -0.02195
H 6.04109 0.77183 1.61718
H 4.87122 3.25747 2.44425
H 4.00665 1.62382 2.48078
H 2.87525 3.83240 1.34288
H 2.53623 2.16738 0.66147
H 3.74630 2.68458 -1.42105
H 4.98383 3.75225 -0.59816
H 1.96885 4.67972 -0.70357
H 3.56339 5.70230 -0.74569
H 4.04994 4.21086 -3.00853
H 3.19174 5.82857 -3.03937
H 1.70089 4.43690 -4.44067
H 0.83275 4.39046 -2.78716
H 1.76955 1.99717 -2.37782
H 0.83117 2.15004 -3.96248
H 3.94886 2.49620 -4.27685
H 2.69085 1.73563 -5.40126
H 3.22334 0.83045 -3.90084
H 12.09912 3.37275 -1.89189
H 10.38094 3.94155 -2.22074
H 13.85507 5.28838 0.44026
H 12.51148 6.16511 1.47846
H 13.26921 6.98994 0.02465
H 10.00993 -2.04158 -2.66704
H 11.17415 -1.83199 0.01907
C 1.88089 -2.54558 -3.87513
N 0.70736 -2.33511 -4.70406
C -0.10973 -1.26580 -4.13172
P 0.77811 -2.27138 -6.42233
O 1.63643 -0.99373 -6.45714
N 1.96148 -3.29118 -7.11253
C 2.60735 -4.41935 -6.47503
C 2.89263 -2.67940 -8.05776
N -0.27960 -3.71406 -6.45677
C -1.36517 -3.51610 -7.42856
C -0.80661 -4.43171 -5.30228
H 1.59074 -2.65025 -2.82339
H 2.60331 -1.72485 -3.95101
H 2.38414 -3.47746 -4.11066
H -1.09489 -1.24888 -4.61257
H 0.35288 -0.28239 -4.26768
H -0.28503 -1.42430 -3.06407
H 3.46946 -4.10677 -5.87557
H 2.97251 -5.12695 -7.22859
H 1.93354 -4.99810 -5.84262
H 3.70398 -2.15569 -7.54019
H 2.37967 -1.96507 -8.70351
H 3.33831 -3.42917 -8.71915
H -2.10624 -2.80312 -7.05246
H -1.86802 -4.45748 -7.66769
H -0.96413 -3.12292 -8.36904
H -1.53530 -3.83852 -4.73870
H -0.01599 -4.75896 -4.62641
H -1.30786 -5.35018 -5.62882
C 2.60090 -2.04674 3.66414
N 2.35857 -1.60881 5.02693
C 3.62205 -1.57706 5.76190
P 1.33096 -0.28248 5.41176
O 2.22065 0.76187 4.71337
N -0.00101 -0.10176 4.35957
C -0.54012 -1.10728 3.46894
C -0.20253 1.21906 3.76545
N 0.28830 -1.43069 6.30459
C -0.06129 -0.87181 7.61883
C 0.49960 -2.86634 6.44500
H 3.20188 -2.96336 3.65954
H 3.12334 -1.29164 3.06515
H 1.68298 -2.32281 3.15578
H 3.42832 -1.46748 6.83529
H 4.25783 -0.74387 5.44350
H 4.18022 -2.50909 5.63799
H -0.00432 -1.13094 2.51332
H -1.59336 -0.89717 3.24801
H -0.53256 -2.10969 3.89875
H 0.45142 1.37312 2.89969
H -0.00248 2.00818 4.49200
H -1.23790 1.35698 3.43827
H 0.79636 -0.89711 8.29920
H -0.89414 -1.41243 8.07760
H -0.37947 0.17109 7.51397
H 1.37982 -3.10151 7.05366
H 0.59217 -3.36401 5.47920
H -0.37006 -3.32778 6.92704
C -3.87865 1.38467 -1.14563
N -4.35946 0.84229 0.11220
C -3.61040 -0.36944 0.43977
P -4.67512 1.82254 1.49148
O -3.20581 2.24728 1.67178
N -5.26018 3.38390 1.12179
C -5.84910 3.81131 -0.12988
C -4.56298 4.51367 1.73194
N -6.38632 1.31256 1.38581
C -6.87518 0.92143 2.71632
C -6.96696 0.41841 0.39126
H -3.84330 0.60007 -1.91036
H -2.87835 1.82489 -1.06007
H -4.55474 2.12893 -1.55319
H -4.10548 -0.90626 1.25756
H -2.58487 -0.14283 0.75216
H -3.57259 -1.05785 -0.40905
H -5.08481 4.11004 -0.85591
H -6.50312 4.67635 0.03084
H -6.48600 3.05248 -0.58531
H -3.65148 4.76863 1.17993
H -4.28843 4.29108 2.76418
H -5.20033 5.40294 1.76664
H -6.45605 -0.04273 3.02274
H -7.96671 0.85774 2.74109
H -6.58358 1.66969 3.46172
H -6.60476 -0.61051 0.49455
H -6.78144 0.75991 -0.62774
H -8.05794 0.39695 0.49406
C -10.07956 -4.23467 0.31206
N -10.23047 -3.72644 1.66366
C -8.92216 -3.67178 2.31412
P -11.22052 -2.37170 2.04591
O -10.36877 -1.37297 1.24031
N -12.61692 -2.22846 1.07377
C -13.22114 -3.27129 0.27125
C -12.84531 -0.93714 0.42933
N -12.21266 -3.46167 3.05968
C -12.47256 -2.83404 4.36400
C -12.00463 -4.89113 3.25844
H -9.48731 -5.15687 0.31563
H -9.59088 -3.51633 -0.35631
H -11.03023 -4.52577 -0.12213
H -9.04571 -3.50661 3.39075
H -8.30162 -2.86235 1.91404
H -8.38032 -4.61478 2.20220
H -12.74891 -3.34865 -0.71432
H -14.28457 -3.06091 0.10852
H -13.19375 -4.25073 0.74958
H -12.24841 -0.83286 -0.48356
H -12.59180 -0.11574 1.10120
H -13.89905 -0.80548 0.16433
H -11.57332 -2.83536 4.98856
H -13.27851 -3.34158 4.90142
H -12.78823 -1.79402 4.22733
H -11.08924 -5.10576 3.82076
H -11.97843 -5.43726 2.31504
H -12.84520 -5.31785 3.81748
*
```

---

Entry 2:
This record from the Open Molecules 2025 dataset describes a 9-piece molecular cluster, C41H110Br2N7O7 overall at a distorted geometry. The level of theory is the ωB97M-V functional and the def2-TZVPD basis.

Kohn-Sham gap, eV: 3.96
Electronic energy, a.u.: -7684.02280

```
! RIJCOSX wB97M-V def2-TZVPD def2/J DEFGRID3
* xyz 5 1
C 2.41157 -8.72727 2.21139
C 1.04272 -9.38839 2.18994
N -0.25113 -8.52008 1.98719
C -1.46765 -9.43100 1.55765
C -0.56614 -7.91397 3.40496
C -1.79659 -6.94747 3.39248
C 0.07969 -7.41163 0.99755
C 0.54991 -7.74237 -0.47326
O -0.16942 -7.06534 -1.48837
C -1.06087 -7.91015 -2.13246
H 3.17292 -9.36864 2.65533
H 2.41575 -7.83173 2.83276
H 2.75156 -8.55260 1.19060
H 0.86915 -9.95646 3.10387
H 0.87583 -10.11278 1.39275
H -1.79384 -9.93001 2.47017
H -1.22941 -9.99054 0.65307
H -2.29663 -8.76742 1.31154
H 0.29702 -7.30815 3.68071
H -0.66424 -8.71459 4.13809
H -2.66147 -7.48875 3.00894
H -1.79653 -6.06379 2.75435
H -2.15285 -6.55375 4.34440
H 0.85918 -6.82461 1.48326
H -0.79630 -6.76397 0.96183
H 0.76229 -8.79751 -0.64551
H 1.57129 -7.39085 -0.61933
H -1.75647 -8.40085 -1.45169
H -0.60113 -8.60001 -2.84017
H -1.76010 -7.29903 -2.70317
C -5.23822 -0.27267 -6.20641
C -6.16748 0.95653 -6.51465
N -5.51064 2.03325 -7.45419
C -4.01139 2.32702 -7.16912
C -5.71481 1.43681 -8.86517
C -7.15025 1.48867 -9.45742
C -6.25260 3.42817 -7.38340
C -6.23449 4.18980 -6.02925
O -4.99552 4.25911 -5.35726
C -5.04292 4.72877 -4.05494
H -4.43106 -0.17232 -5.48078
H -4.83231 -0.81162 -7.06249
H -6.01683 -0.89577 -5.76640
H -6.31162 1.55926 -5.61796
H -7.13462 0.56951 -6.83551
H -3.60927 3.18966 -7.70040
H -3.48318 1.44153 -7.52268
H -3.86469 2.46475 -6.09786
H -5.28854 0.44016 -8.75066
H -4.97679 1.93660 -9.49258
H -7.19892 2.25566 -10.23038
H -8.06964 1.58922 -8.88060
H -7.22199 0.59366 -10.07542
H -7.26713 3.13946 -7.65812
H -5.81204 4.03406 -8.17517
H -6.89715 3.55730 -5.43855
H -6.70198 5.15898 -6.20317
H -5.23981 3.80758 -3.50654
H -5.76951 5.45386 -3.68831
H -4.09156 4.94826 -3.57033
C -2.59235 -0.46234 3.53862
N -2.11613 0.44216 2.43239
C -3.42686 1.03968 1.78669
C -1.21333 1.59980 3.00607
C -1.27217 -0.43199 1.41356
C -1.25888 0.25685 0.05275
O -0.48281 1.34882 0.02610
H -3.21359 0.08228 4.24965
H -1.69960 -0.93506 3.94803
H -3.09842 -1.36051 3.18466
H -4.00334 0.23293 1.33400
H -3.16933 1.81614 1.06635
H -4.13845 1.44145 2.50802
H -0.95232 2.28669 2.20099
H -0.35953 1.15718 3.51912
H -1.67961 2.24775 3.74826
H -1.76240 -1.40293 1.34255
H -0.25884 -0.61455 1.77124
H -2.21428 0.49660 -0.41395
H -0.77644 -0.52482 -0.53407
H -0.43546 1.76189 -0.83919
C 2.08967 -5.31304 -7.34352
N 2.19802 -3.78695 -7.44247
C 1.17926 -3.31131 -8.56674
C 1.86134 -3.25511 -6.10525
C 3.60572 -3.27735 -7.96830
C 3.80053 -1.70294 -8.11202
O 4.21768 -1.10276 -6.84768
H 2.24841 -5.82693 -8.29158
H 1.05986 -5.44214 -7.01049
H 2.93907 -5.50446 -6.68779
H 1.23095 -2.22254 -8.56511
H 0.26142 -3.47175 -8.00113
H 1.30342 -3.67240 -9.58767
H 0.93070 -3.59418 -5.65023
H 1.83746 -2.16723 -6.16894
H 2.76659 -3.47496 -5.53930
H 3.67272 -3.75330 -8.94661
H 4.43875 -3.68004 -7.39211
H 2.95382 -1.15796 -8.52938
H 4.66901 -1.51200 -8.74241
H 3.68494 -0.35964 -6.55517
C 2.24025 10.66650 0.00727
N 2.88983 9.42650 0.46634
C 4.10214 9.32641 -0.54382
C 3.33059 9.61128 1.94775
C 2.09801 8.08182 0.29702
C 0.76950 7.98262 1.04823
O -0.21852 8.85685 0.46733
H 1.49075 11.01363 0.71851
H 1.83155 10.26424 -0.91969
H 2.90907 11.51691 -0.12532
H 3.81773 9.29424 -1.59557
H 4.61930 8.38096 -0.38017
H 4.72922 10.19062 -0.32471
H 2.48027 9.55666 2.62751
H 3.74272 10.61233 2.07479
H 3.92739 8.76851 2.29656
H 2.88768 7.37817 0.56046
H 1.98633 7.79794 -0.74942
H 0.82982 8.27947 2.09529
H 0.26463 7.01669 1.03423
H -1.00695 8.63714 0.96904
C 0.65201 0.18136 12.34843
N -0.31352 0.76013 11.35419
C -0.25050 2.32648 11.33665
C 0.13907 0.20210 9.95053
C -1.74100 0.10907 11.69100
C -2.88549 0.91338 11.01433
O -2.91634 0.55713 9.70810
H 0.42193 0.59042 13.33221
H 1.65615 0.53142 12.10911
H 0.48007 -0.87167 12.12557
H -0.49121 2.59263 12.36588
H -0.93391 2.81414 10.64150
H 0.79535 2.58658 11.17343
H -0.58642 0.46819 9.18179
H 0.26284 -0.86663 10.12542
H 1.02512 0.77938 9.68642
H -1.79283 0.11552 12.77975
H -1.83160 -0.93150 11.37938
H -2.79416 1.98971 11.16017
H -3.79408 0.51713 11.46770
H -3.74645 0.10736 9.53428
C 4.74020 1.80022 2.14987
N 6.32494 1.79183 2.34333
C 7.03926 2.35545 1.06328
C 6.56136 2.71661 3.57129
C 6.89839 0.42877 2.74144
C 6.73750 -0.78513 1.75212
O 7.14956 -0.58511 0.49963
H 4.59821 2.88084 2.16406
H 4.24118 1.26664 2.95880
H 4.28810 1.31727 1.28358
H 6.84916 1.73268 0.18914
H 8.11893 2.34479 1.21264
H 6.66410 3.37368 0.96047
H 6.03576 3.62921 3.29020
H 7.62588 2.91559 3.69503
H 6.41003 2.32884 4.57867
H 6.46046 0.06150 3.66957
H 7.93834 0.46060 3.06638
H 5.68961 -1.08373 1.78161
H 7.44295 -1.57282 2.01664
H 6.81448 -1.31562 -0.02543
Br -4.96422 -4.18790 -0.62611
Br 2.13367 4.04382 -5.18506
*
```